(1)
The following is a DFT calculation (wB97M-V/def2-TZVPD) of the molecule C8H14N4OS in a non-equilibrium geometry.

Last column: natural (NBO) charge in e.
CARTESIAN COORDINATES (ANGSTROEM)
C 1.946 -0.104 -1.321  -0.6237
C 0.570 0.509 -0.972  -0.4334
C -0.135 -0.308 0.230  0.1923
C 0.246 -0.181 1.712  -0.4552
C 0.279 1.357 2.002  -0.6045
C 0.220 -2.015 -0.369  0.1345
N -0.513 -2.248 -1.473  -0.8202
S 1.105 -3.037 0.555  -0.0987
N -1.580 -0.269 -0.054  -0.5018
C -2.233 0.868 -0.432  0.1723
N -3.470 0.633 -0.538  -0.2624
N -3.681 -0.580 -0.066  -0.4180
C -2.534 -1.241 0.208  0.7178
O -2.399 -2.383 0.545  -0.6135
H 2.298 0.411 -2.255  0.2154
H 1.856 -1.207 -1.764  0.2400
H 2.716 0.062 -0.543  0.2258
H -0.102 0.465 -1.811  0.2038
H 0.591 1.496 -0.631  0.2093
H 1.182 -0.478 2.052  0.2478
H -0.566 -0.626 2.334  0.2327
H 0.077 1.572 3.033  0.2193
H -0.520 1.931 1.368  0.1854
H 1.255 1.794 1.912  0.2092
H -1.225 -1.559 -1.721  0.3974
H -0.527 -3.174 -1.771  0.4077
H -1.669 1.683 -0.753  0.2087
H -4.512 -1.032 -0.399  0.4118

Total charge = 0
E_HOMO = -8.09 eV
Kohn-Sham gap = 8.71 eV
SMILES = CCC(CC)(C(N)=S)n1cn[nH]c1=O
E_tot = -1005.62126 a.u.
Energy above the lowest of the compared OMol25 structures with the same formula, charge and spin = 0.000 eV

(2)
The following is a DFT calculation (wB97M-V/def2-TZVPD) of a cluster of 2 separate species, C8H14NO3 in total in a non-equilibrium geometry.

Last column: Löwdin spin population.
CARTESIAN COORDINATES (ANGSTROEM)
C -0.266 0.283 -0.046  -0.0528
C 0.170 1.526 -0.496  0.2248
C 1.010 1.766 -1.675  0.0234
O 1.133 2.910 -2.103  0.0895
C -0.665 0.115 1.400  -0.0096
H 0.288 -0.575 -0.447  0.0024
H -0.165 2.429 0.025  0.0094
H -1.679 -0.314 1.432  -0.0049
H -0.745 1.101 1.883  -0.0003
C 1.708 0.610 -2.344  -0.0020
H 2.430 0.151 -1.653  -0.0003
H 0.984 -0.170 -2.622  -0.0006
H 2.229 0.964 -3.240  -0.0001
C 0.265 -0.793 2.212  -0.0042
H -0.251 -1.060 3.146  -0.0001
H 0.416 -1.735 1.660  0.0002
C 1.614 -0.162 2.539  0.0005
H 2.223 -0.836 3.157  0.0002
H 1.482 0.781 3.090  -0.0001
H 2.185 0.063 1.626  0.0003
C -2.115 -0.459 -1.339  0.4961
H -2.872 0.271 -1.059  0.0144
H -1.621 -0.374 -2.307  0.0122
N -2.491 -1.801 -1.036  0.0535
O -3.497 -1.985 -0.364  0.0880
O -1.770 -2.705 -1.438  0.0600

Total charge = 0
E_HOMO (spin up / spin down) = -9.41 / -10.03 eV
Kohn-Sham gap (spin up / spin down) = 9.05 / 7.62 eV
E_tot = -593.50020 a.u.
Spin multiplicity = 2
Energy above the lowest of the compared OMol25 structures with the same formula, charge and spin = 1.624 eV

(3)
The following is a DFT calculation (wB97M-V/def2-TZVPD) of the ion C8H14NO3 with charge +1 in a non-equilibrium geometry.

Last column: natural (NBO) charge in e.
CARTESIAN COORDINATES (ANGSTROEM)
C 2.077 -1.659 -0.129  -0.6145
C 0.940 -0.598 -0.019  -0.1284
C 0.813 0.176 1.378  -0.4214
C -0.384 1.091 1.306  -0.2728
N -0.996 1.209 0.015  -0.3787
C -0.057 1.522 -1.121  -0.2304
C 1.116 0.528 -1.057  -0.4296
C -1.605 -0.218 -0.212  0.5523
O -2.177 -0.285 -1.481  -0.6817
O -2.482 -0.546 0.715  -0.6837
C -0.379 -1.337 -0.141  0.5987
O -0.718 -2.480 -0.059  -0.4690
H 2.531 -1.814 0.884  0.2333
H 2.755 -1.215 -0.881  0.2279
H 1.683 -2.629 -0.377  0.2505
H 1.840 0.509 1.636  0.2658
H 0.463 -0.629 2.004  0.2308
H -1.170 0.836 2.099  0.2685
H 0.007 2.122 1.592  0.2434
H -1.694 1.892 0.149  0.4421
H 0.156 2.537 -1.130  0.2371
H -0.701 1.266 -2.076  0.2689
H 1.327 0.016 -2.025  0.2515
H 1.961 1.019 -0.735  0.2307
H -3.049 0.077 -1.391  0.4910
H -2.255 -1.390 1.055  0.5179

Total charge = +1
E_HOMO = -14.06 eV
Kohn-Sham gap = 10.88 eV
SMILES = C[C@]12CC[N@H+](CC1)C(O)(O)C2=O
E_tot = -593.41597 a.u.
Energy above the lowest of the compared OMol25 structures with the same formula, charge and spin = 0.000 eV

(4)
The following is a DFT calculation (wB97M-V/def2-TZVPD) of a cluster of 2 separate species, C8H14NO4 in total in a non-equilibrium geometry.

Last column: natural (NBO) charge in e.
CARTESIAN COORDINATES (ANGSTROEM)
C -1.028 2.622 -1.358  -0.1137
C -0.597 1.405 2.905  -0.1144
C -0.014 2.375 -0.420  0.6847
C 0.514 -0.464 -0.783  0.3170
C 0.015 1.123 1.624  0.2619
C 1.728 -0.109 -1.585  -0.6476
C -0.784 -0.874 -1.418  -0.6960
C -0.117 -1.530 1.502  0.0926
N 0.691 -0.743 0.500  -0.4609
O 0.416 2.912 -1.562  -0.3977
O -1.347 1.013 1.739  -0.5036
O 0.500 2.061 0.679  -0.3681
O 0.494 -1.428 2.770  -0.6733
H -1.265 1.892 -2.126  0.2202
H -1.551 3.451 -1.294  0.2167
H -0.393 0.798 3.721  0.2105
H -0.827 2.329 3.187  0.1875
H 1.459 -0.450 -2.511  0.2385
H 2.648 -0.782 -1.144  0.2408
H 1.884 0.914 -1.460  0.2404
H -1.573 -0.592 -0.814  0.2441
H -1.009 -1.937 -1.337  0.2659
H -0.773 -0.341 -2.363  0.2362
H -1.183 -1.379 1.630  0.2301
H -0.033 -2.523 1.143  0.1767
H 1.507 -0.389 1.009  0.4410
H 1.435 -1.488 2.656  0.4704

Total charge = +1
E_HOMO (spin up / spin down) = -11.17 / -11.17 eV
Kohn-Sham gap (spin up / spin down) = 7.60 / 7.60 eV
E_tot = -668.37309 a.u.
Energy above the lowest of the compared OMol25 structures with the same formula, charge and spin = 7.833 eV

(5)
The following is a DFT calculation (wB97M-V/def2-TZVPD) of the ion C8H14NO4 with charge +1 in a non-equilibrium geometry.

Last column: Löwdin spin population.
CARTESIAN COORDINATES (ANGSTROEM)
C 0.159 1.745 2.463  0.0010
C -1.253 -2.596 0.674  0.0123
C 0.191 0.674 1.537  0.0014
C 0.255 0.649 0.016  0.0097
C -0.547 -1.323 0.699  0.0116
C 1.478 1.514 -0.450  0.0185
C -1.077 1.221 -0.641  0.0132
C 0.127 -1.216 -1.673  0.3231
N 0.356 -0.819 -0.283  0.0270
O 1.347 1.005 2.141  0.0009
O -1.875 -1.472 0.169  0.0072
O -0.381 -0.581 1.824  0.0014
O 1.321 -1.104 -2.352  1.0361
H 0.102 2.774 2.052  0.0000
H -0.303 1.632 3.362  0.0001
H -1.021 -3.256 -0.155  0.0096
H -1.616 -3.166 1.506  0.0013
H 1.477 1.765 -1.547  0.0113
H 2.275 1.016 -0.012  0.0024
H 1.470 2.559 -0.018  0.0023
H -1.131 1.195 -1.698  0.0107
H -1.038 2.314 -0.387  0.0011
H -1.966 0.934 -0.111  0.0003
H -0.218 -2.347 -1.675  0.1384
H -0.682 -0.559 -2.037  0.0938
H 1.377 -1.186 -0.103  0.0174
H 1.172 -1.373 -3.304  0.2481

Total charge = +1
E_HOMO (spin up / spin down) = -8.05 / -15.23 eV
Kohn-Sham gap (spin up / spin down) = 4.89 / 5.91 eV
E_tot = -668.28648 a.u.
Spin multiplicity = 3
Energy above the lowest of the compared OMol25 structures with the same formula, charge and spin = 2.766 eV

(6)
The following is a DFT calculation (wB97M-V/def2-TZVPD) of the ion C8H14NOS with charge +1 in a non-equilibrium geometry.

Last column: natural (NBO) charge in e.
CARTESIAN COORDINATES (ANGSTROEM)
C 2.135 1.118 -0.137  -0.6479
C 1.349 0.318 0.852  -0.0301
C 1.768 0.160 2.246  -0.2396
C 0.836 -0.423 3.035  -0.3735
S -0.567 -0.937 2.202  0.4018
C 0.109 -0.275 0.719  -0.2435
C -1.011 -0.209 -0.493  0.0721
C -2.212 0.385 0.108  -0.6796
N -1.162 -1.612 -0.836  -0.7360
C -0.538 0.441 -1.780  -0.0897
O 0.359 -0.433 -2.479  -0.7440
H 1.658 1.790 -0.787  0.2175
H 3.037 1.611 0.234  0.2543
H 2.548 0.292 -0.773  0.2246
H 2.623 0.692 2.635  0.2436
H 0.868 -0.903 4.054  0.2649
H -2.072 1.300 0.721  0.2736
H -2.894 -0.215 0.704  0.2547
H -2.914 0.742 -0.661  0.2326
H -0.235 -1.816 -1.384  0.4943
H -2.043 -1.713 -1.539  0.4464
H -1.275 -2.311 -0.002  0.4692
H -1.403 0.528 -2.438  0.1946
H -0.169 1.436 -1.514  0.2233
H 1.205 0.035 -2.687  0.5163

Total charge = +1
E_HOMO = -12.50 eV
Kohn-Sham gap = 9.30 eV
SMILES = Cc1ccsc1[C@](C)([NH3+])CO
E_tot = -841.11795 a.u.
Energy above the lowest of the compared OMol25 structures with the same formula, charge and spin = 0.000 eV

(7)
The following is a DFT calculation (wB97M-V/def2-TZVPD) of the molecule C8H14NP in a non-equilibrium geometry.

Last column: natural (NBO) charge in e.
CARTESIAN COORDINATES (ANGSTROEM)
C -0.510 -1.046 -1.186  -0.0429
C -1.542 -0.433 -0.733  -0.0901
C -2.829 -0.814 0.069  -0.3985
C -2.660 0.478 0.747  -0.4067
C -1.873 0.978 -0.416  -0.5108
C 2.870 -0.082 -0.776  -0.5952
C 1.333 -0.355 1.207  -0.6165
C 1.880 0.553 0.156  -0.0887
N 0.789 0.983 -0.840  -0.8498
P -0.341 2.113 -0.600  0.8337
H 0.333 -1.656 -1.626  0.2634
H -3.559 -0.674 -0.806  0.2155
H -2.913 -1.778 0.639  0.2278
H -3.674 1.084 0.870  0.2056
H -2.144 0.301 1.705  0.2194
H -2.545 1.517 -1.128  0.2426
H 2.506 -0.979 -1.229  0.1961
H 3.155 0.572 -1.712  0.2228
H 3.775 -0.200 -0.278  0.2009
H 1.027 -1.346 0.893  0.2150
H 0.438 0.082 1.864  0.2148
H 2.262 -0.565 1.942  0.2060
H 2.270 1.506 0.534  0.2094
H -0.631 2.511 -1.975  -0.0739

Total charge = 0
E_HOMO (spin up / spin down) = -7.81 / -7.92 eV
Kohn-Sham gap (spin up / spin down) = 7.28 / 7.89 eV
E_tot = -709.07866 a.u.
Energy above the lowest of the compared OMol25 structures with the same formula, charge and spin = 5.457 eV

(8)
The following is a DFT calculation (wB97M-V/def2-TZVPD) of a cluster of 2 separate species, C8H14NP in total in a non-equilibrium geometry.

Last column: natural (NBO) charge in e.
CARTESIAN COORDINATES (ANGSTROEM)
C -0.785 -1.826 -1.288  -0.6385
C -1.259 -0.645 -0.492  -0.0388
C -2.709 -0.741 0.072  -0.6255
C -0.450 0.318 -0.175  -0.0473
C 0.079 1.509 0.209  0.1064
C 0.028 2.645 -0.733  -0.6513
N 0.841 1.604 1.349  -0.8198
H 0.089 -2.185 -0.765  0.2300
H -1.533 -2.557 -1.305  0.2024
H -0.619 -1.597 -2.363  0.2163
H -2.527 -0.917 1.186  0.2116
H -3.259 -1.514 -0.310  0.2029
H -3.322 0.177 0.012  0.2167
H -0.485 2.404 -1.670  0.2365
H 1.025 3.036 -1.079  0.2094
H -0.406 3.547 -0.446  0.2152
H 0.424 1.175 2.238  0.3955
H 1.175 2.591 1.367  0.3768
C 2.251 -1.299 1.719  -0.5099
C 2.350 -1.324 0.445  -0.2640
P 2.889 -1.315 -1.160  0.3340
H 1.749 -2.062 2.215  0.2181
H 2.602 -0.560 2.503  0.2386
H 1.853 -0.466 -1.528  -0.0155

Total charge = 0
E_HOMO = -7.60 eV
Kohn-Sham gap = 8.02 eV
SMILES = CC(C)=C=C(C)N.C=C=P
E_tot = -709.14639 a.u.
Energy above the lowest of the compared OMol25 structures with the same formula, charge and spin = 3.614 eV

(9)
The following is a DFT calculation (wB97M-V/def2-TZVPD) of a cluster of 2 separate species, C8H14NSi in total in a non-equilibrium geometry.

Last column: natural (NBO) charge in e.
CARTESIAN COORDINATES (ANGSTROEM)
C 3.154 -1.044 -0.170  -0.1574
C 2.880 -0.073 -1.124  -0.1931
C 2.220 -1.325 0.818  -0.2106
C 1.699 0.633 -1.077  -0.1493
C 1.035 -0.623 0.879  -0.1589
C 0.765 0.399 -0.050  -0.1866
C -2.543 0.455 -1.120  -0.7424
C -0.374 1.245 0.054  0.0056
N -1.038 1.346 1.368  -0.7298
Si -2.604 -1.236 -0.339  0.8717
H 4.088 -1.584 -0.197  0.2355
H 3.600 0.140 -1.899  0.2370
H 2.424 -2.093 1.548  0.2338
H 1.492 1.398 -1.810  0.2224
H 0.321 -0.870 1.651  0.1914
H -3.139 1.285 -0.774  0.2006
H -2.191 0.573 -2.130  0.2207
H -0.390 2.156 -0.521  0.2331
H -1.575 0.464 1.539  0.4669
H -1.695 2.131 1.381  0.4502
H -0.347 1.471 2.122  0.4392
H -2.504 -0.937 1.137  -0.2337
H -1.413 -1.985 -0.712  -0.1347
H -3.863 -1.929 -0.573  -0.1114

Total charge = +1
E_HOMO (spin up / spin down) = -11.88 / -12.26 eV
Kohn-Sham gap (spin up / spin down) = 7.69 / 7.52 eV
E_tot = -657.11639 a.u.
Energy above the lowest of the compared OMol25 structures with the same formula, charge and spin = 2.935 eV

(10)
The following is a DFT calculation (wB97M-V/def2-TZVPD) of a cluster of 2 separate species, C8H14O in total in a non-equilibrium geometry.

Last column: natural (NBO) charge in e.
CARTESIAN COORDINATES (ANGSTROEM)
C -0.281 1.203 -0.036  0.0714
C 0.291 0.808 -1.112  -0.2450
C -1.210 0.633 -0.989  -0.0792
C 0.005 1.793 1.250  -0.6702
C -2.142 1.714 -1.572  -0.6200
C -1.811 -0.742 -0.856  -0.6414
C 2.767 -2.692 1.220  -0.7830
C 2.655 -1.228 1.584  0.2916
O 1.655 -0.550 1.299  -0.6382
H 0.170 1.063 2.048  0.2513
H -0.758 2.468 1.558  0.2224
H 0.992 2.297 1.071  0.2345
H -2.106 1.561 -2.720  0.2070
H -1.862 2.732 -1.199  0.2098
H -3.162 1.502 -1.294  0.2061
H -2.774 -0.966 -1.459  0.2281
H -1.722 -0.917 0.197  0.2163
H -1.111 -1.525 -1.273  0.2051
H 3.160 -3.143 2.104  0.2492
H 3.439 -3.084 0.389  0.2553
H 1.739 -2.939 1.006  0.1866
H 1.060 0.910 -1.757  0.2145
H 1.009 -0.898 0.541  0.4277

Total charge = 0
E_HOMO = -7.59 eV
Kohn-Sham gap = 8.39 eV
E_tot = -388.21339 a.u.
Energy above the lowest of the compared OMol25 structures with the same formula, charge and spin = 6.220 eV